No. 1
ORCA calculation (ωB97M-V/def2-TZVPD) on 2 unconnected molecules or ions with the total composition C12H17N at a distorted geometry.

Geometry as XYZ:
```
30
Properties=species:S:1:pos:R:3:forces:R:3:mulliken_charge:R:1
C -2.06928 2.05291 -1.13741 0.090 1.393 -0.524 -1.3110
C 0.28307 1.04179 -1.26497 2.679 -1.673 -1.803 0.9340
C -1.09894 0.96988 -1.48021 -2.362 -0.036 -0.841 0.7666
C 0.84574 -0.26295 -1.66065 -1.576 2.366 1.502 -0.1105
C -1.42934 -0.28189 -1.97631 1.575 0.616 1.096 -1.0267
C 1.23306 2.06342 -1.11037 -0.476 0.028 0.217 -0.4076
C 2.59180 1.80036 -1.14463 -0.145 1.363 0.830 -0.5555
C 3.10637 0.52369 -1.30017 -0.500 -0.496 -0.119 -0.5142
C 2.22149 -0.48895 -1.59303 -0.400 -1.404 0.607 -0.6681
N -0.26433 -1.02125 -1.94636 1.307 -1.225 -0.766 -0.0168
H 0.90786 3.08517 -0.95411 -0.007 0.013 0.095 0.3448
H 3.20003 2.66450 -0.87767 0.299 -0.366 -0.336 0.3091
H 4.14197 0.23852 -1.15243 -0.009 0.430 -0.108 0.3917
H -1.78895 3.08437 -1.47426 0.440 -0.806 0.292 0.3007
H -2.09282 2.08549 -0.04443 -0.608 0.175 -0.095 0.2615
H -2.28616 -0.75767 -2.42853 -0.329 0.364 0.492 0.4135
H -0.21822 -2.02657 -1.91477 -0.225 0.022 -0.435 0.2322
H 2.57487 -1.51145 -1.53544 0.116 -0.115 -0.564 0.2822
H -3.05662 1.98646 -1.61479 0.123 -0.675 0.544 0.3807
C -0.26749 -1.25252 1.91589 1.002 -0.572 0.487 0.4734
C 0.08312 -1.02608 3.39117 1.083 1.175 0.490 -1.4791
C -1.66656 -1.82817 1.73994 0.151 -0.447 0.253 -1.1413
H 0.47519 -2.00994 1.63946 -0.093 0.157 -0.576 0.1333
H -0.06731 -0.34609 1.32803 -0.191 -0.293 0.053 -0.0343
H 1.08829 -0.56323 3.53780 -0.466 -0.192 -0.577 0.3804
H -0.56451 -0.30290 3.89807 -0.328 -0.403 0.007 0.3520
H -1.77006 -2.61760 0.98269 0.249 0.364 -0.024 0.2701
H 0.19766 -1.94698 3.96899 -0.640 -0.070 -0.121 0.3723
H -2.37851 -1.05339 1.51988 -0.458 0.305 -0.037 0.2393
H -1.93144 -2.29894 2.68862 -0.300 0.001 -0.037 0.4272
```
Forces are in eV/Å.

Properties
energy relative to the best compared isomer or geometry (same formula, charge and spin) = 106.13 kJ/mol
E_HOMO = -7.79 eV
SMILES = Cc1c[nH]c2ccccc12.CCC
strongest force on any atom = 0.0707 hartree/bohr
M = 175.3 g mol⁻¹

No. 2
ORCA calculation (ωB97M-V/def2-TZVPD) on 2 unconnected molecules or ions with the total composition C12H17N at a distorted geometry.

Geometry as XYZ:
```
30
Properties=species:S:1:pos:R:3:forces:R:3:mulliken_charge:R:1
C 2.28618 2.41963 0.69328 0.921 0.272 -0.669 -0.0973
C 2.11636 1.59045 -0.61158 -1.275 0.899 0.540 -0.7196
C 3.08977 1.71009 1.76464 0.261 -0.375 -0.297 -1.2780
H 2.88793 3.28637 0.34501 -0.662 0.044 0.786 0.2902
H 1.32811 2.72498 1.16382 0.437 0.059 -0.764 0.2056
H 2.80013 0.75221 -0.69214 -0.249 -0.390 0.286 0.3300
H 2.65728 0.71946 1.98570 0.021 0.470 0.333 0.2815
H 4.10102 1.51367 1.40804 0.109 -0.036 -0.074 0.3793
H 2.33313 2.21760 -1.47953 -0.191 0.011 0.028 0.3580
H 1.03415 1.35031 -0.62802 0.747 -0.657 -0.511 -0.0738
H 3.19565 2.36282 2.62984 -0.170 -0.338 0.323 0.3336
C -2.07212 -2.95714 -2.16628 0.071 -1.471 -0.733 -1.3231
C -0.84953 -0.90964 0.68423 -0.349 -0.533 -0.106 -0.3743
C -1.47104 -1.02094 -0.56691 0.395 -0.262 -0.087 1.1599
C -1.35578 -2.41535 -0.98527 -0.249 1.211 -0.234 0.6346
C -0.66368 -3.04893 -0.02163 -0.279 0.333 -0.178 -0.6512
C -1.46731 1.37811 0.77131 -1.058 0.924 0.194 -0.4313
C -0.90173 0.29006 1.39550 0.977 -0.046 -0.219 -0.5860
C -2.11242 1.30270 -0.48629 0.840 -0.688 0.224 -0.7917
C -2.03561 0.10780 -1.16611 -0.776 -0.509 -0.217 -0.4247
N -0.31348 -2.16111 1.00122 -0.089 0.256 0.181 -0.1500
H -1.51047 2.31695 1.33058 0.098 -0.227 -0.242 0.3732
H -0.35803 0.43268 2.32617 -0.262 -0.155 0.019 0.3498
H -2.63812 2.11284 -0.96801 0.157 0.332 0.296 0.4107
H -2.53388 -0.01184 -2.12456 0.115 0.143 0.010 0.2282
H -0.34375 -2.46484 1.96189 0.358 -0.063 -0.041 0.2513
H -0.37394 -4.07786 -0.08061 0.197 -0.300 0.587 0.4305
H -1.50069 -3.51663 -2.92373 0.625 0.731 0.128 0.3237
H -2.63914 -2.19226 -2.70334 -0.099 -0.268 0.270 0.2757
H -2.68898 -3.81216 -1.85724 -0.622 0.633 0.169 0.2852
```
Forces are in eV/Å.

Properties
energy relative to the best compared isomer or geometry (same formula, charge and spin) = 80.46 kJ/mol
E_HOMO = -8.00 eV
SMILES = Cc1c[nH]c2ccccc12.CCC
strongest force on any atom = 0.0321 hartree/bohr
M = 175.3 g mol⁻¹

No. 3
ORCA calculation (ωB97M-V/def2-TZVPD) on 2 unconnected molecules or ions with the total composition C12H17N at a distorted geometry.

Geometry as XYZ:
```
30
Properties=species:S:1:pos:R:3:forces:R:3:mulliken_charge:R:1
C 1.36118 0.10707 -0.40589 1.109 0.295 -0.335 -0.2276
C 2.41201 1.07841 0.16155 0.047 -0.263 0.232 -1.2856
C 0.05769 0.76347 -0.65287 -0.338 -0.079 0.376 0.3664
C -0.51878 1.04325 -1.84970 0.174 -0.102 0.038 -0.8589
C -0.85030 1.25299 0.35290 -0.254 0.065 0.166 1.4173
C -1.95681 1.80970 -0.31748 0.042 0.148 -0.056 -0.4777
C -0.86677 1.26620 1.75182 -0.113 0.142 0.543 -0.1938
C -3.05389 2.36886 0.33289 0.190 -0.326 -0.018 -0.9349
C -1.95588 1.78976 2.42238 -0.270 0.210 -0.248 -0.8491
C -3.04599 2.32285 1.71297 -0.204 0.168 -0.329 -0.3678
N -1.71566 1.70256 -1.66027 0.099 -0.212 -0.596 -0.0232
H 1.76954 -0.24247 -1.35377 -0.118 -0.173 -0.199 0.3700
H 1.31007 -0.77850 0.22678 -0.328 0.050 0.165 -0.0922
H 3.37424 0.58602 0.31288 -0.005 -0.109 -0.101 0.3821
H -0.14278 0.79805 -2.83150 -0.134 0.116 -0.037 0.4108
H -2.37123 1.87720 -2.40058 -0.043 0.093 0.140 0.1968
H -0.05731 0.90466 2.36839 0.270 -0.205 -0.233 0.3963
H -3.86971 2.77498 -0.25750 -0.028 0.030 0.266 0.3495
H -1.98441 1.83058 3.50620 0.114 -0.140 -0.108 0.3837
H -3.91054 2.71853 2.22440 0.032 0.040 0.265 0.3746
H 2.11599 1.45623 1.13518 -0.144 0.192 0.107 0.2977
H 2.57671 1.92236 -0.50486 -0.105 0.069 -0.046 0.3366
C 1.20668 -3.71341 -1.26788 0.639 0.370 -0.180 -0.7156
C 1.65721 -3.63172 0.18890 -0.640 -0.341 0.089 -0.8227
H 0.44662 -4.47973 -1.38272 -0.167 0.022 -0.102 0.3068
H 0.82245 -2.74448 -1.58669 -0.317 -0.052 0.000 0.1638
H 2.01584 -3.93023 -1.97899 -0.036 -0.147 0.340 0.2687
H 0.78014 -3.40354 0.79742 -0.015 0.077 0.091 0.2514
H 2.38228 -2.85360 0.40080 0.280 -0.014 -0.171 0.2453
H 2.01141 -4.59604 0.55521 0.262 0.077 -0.059 0.3317
```
Forces are in eV/Å.

Properties
energy relative to the best compared isomer or geometry (same formula, charge and spin) = 17.16 kJ/mol
E_HOMO = -7.85 eV
SMILES = CCc1c[nH]c2ccccc12.CC
strongest force on any atom = 0.0232 hartree/bohr
M = 175.3 g mol⁻¹

| no. | electronic energy (Ha) |
| --- | --- |
| 1 | -522.17985 |
| 2 | -522.18963 |
| 3 | -522.21374 |